# 1
ORCA calculation (ωB97M-V/def2-TZVPD) on C5H8O2 in the gas phase in a non-equilibrium geometry.

Each line ends with the Mulliken charge.
Geometry (Å):
O: -0.940 1.651 1.196  -0.498
C: -0.201 0.547 1.240  0.023
C: -0.799 -0.711 0.702  -0.742
C: 0.155 -0.784 -0.483  0.613
O: 0.606 -1.989 -1.006  -0.528
C: 0.189 0.480 -1.295  -0.847
C: 1.055 0.340 -0.082  -0.483
H: -0.433 2.444 1.420  0.359
H: 0.735 0.465 1.827  0.303
H: -0.682 -1.570 1.371  0.280
H: -1.856 -0.570 0.457  0.293
H: -0.025 -2.264 -1.689  0.357
H: 0.704 0.395 -2.247  0.297
H: -0.647 1.179 -1.291  0.191
H: 2.138 0.387 -0.118  0.382

Output
- Net charge: 0
- LUMO level: 0.777 eV
- Relative energy (zero: lowest compared OMol25 entry of this formula, charge and spin): 350.40 kJ/mol
- DFT total energy: -345.67150 hartree
- HOMO energy: -0.3030 hartree



# 2
ORCA calculation (ωB97M-V/def2-TZVPD) on C5H8O2 in the gas phase.

Each line ends with the Mulliken charge.
Geometry (Å):
O: -1.329 -2.151 -0.280  -0.561
C: -1.120 -0.998 -0.036  0.265
C: -1.928 0.296 -0.219  -0.395
C: -0.571 1.032 -0.218  -0.753
C: 0.113 -0.197 0.423  0.245
C: 1.528 -0.531 0.003  -0.630
O: 2.347 0.469 0.586  -0.512
H: -2.564 0.353 -1.104  0.306
H: -2.535 0.496 0.671  0.231
H: -0.493 1.983 0.309  0.302
H: -0.205 1.151 -1.243  0.258
H: 0.063 -0.141 1.519  0.291
H: 1.833 -1.536 0.334  0.339
H: 1.598 -0.505 -1.097  0.305
H: 3.262 0.279 0.352  0.308

Output
- Net charge: 0
- LUMO level: 0.819 eV
- Relative energy (zero: lowest compared OMol25 entry of this formula, charge and spin): 117.36 kJ/mol
- DFT total energy: -345.76026 hartree
- HOMO energy: -0.3509 hartree



# 3
ORCA calculation (ωB97M-V/def2-TZVPD) on 2 unconnected molecules or ions with the total composition C5H8O2.

Each line ends with the Mulliken charge.
Geometry (Å):
O: 0.442 -0.763 2.001  -0.542
C: -0.279 -0.607 1.057  0.176
C: -1.285 0.500 0.651  -0.413
C: -1.807 -0.506 -0.376  -0.190
O: -0.729 -0.758 -1.256  -0.375
C: -0.787 -1.524 -0.049  -0.085
H: -1.959 0.729 1.482  0.284
H: -0.872 1.416 0.223  0.254
H: -2.817 -0.666 -0.736  0.433
H: -0.781 -2.605 -0.134  0.450
C: 2.177 0.958 -0.570  -0.893
H: 1.778 1.826 -1.099  0.232
H: 2.255 1.176 0.499  0.237
H: 3.164 0.710 -0.965  0.335
H: 1.501 0.115 -0.728  0.097

Output
- Net charge: 0
- LUMO level: 0.940 eV
- Relative energy (zero: lowest compared OMol25 entry of this formula, charge and spin): 259.66 kJ/mol
- DFT total energy: -345.70606 hartree
- HOMO energy: -0.3583 hartree



The highest DFT total energy belongs to which entry?
number 1



What is the formula in the third record?
C5H8O2



Look up the HOMO energy of the second one.
-0.3509 hartree



Which value of LUMO level does entry 2 give?
0.819 eV